Here is a structure of composition C6H15O3PS in a non-equilibrium geometry from the OMol25 dataset. Energies are from wB97M-V/def2-TZVPD.

Kohn-Sham gap (spin up / spin down), hartree: 0.18802 / 0.27722
HOMO level (spin up / spin down), Eh: -0.171 / -0.368

```
! wB97M-V def2-TZVPD RIJCOSX def2/J DEFGRID3
* xyz 0 3
C 0.52492 -1.25976 -1.11514
C -2.49557 1.81146 -0.56340
C -1.59347 -2.40736 0.51210
C 3.28377 -1.27887 -0.47395
C 2.04762 0.95935 0.70158
C -2.34343 0.76661 0.51741
O -2.05065 -0.95075 -1.72882
O 1.28766 -1.63125 1.32945
O -1.06811 0.25093 0.38504
P -1.12031 -1.04810 -0.62059
S 1.63342 -0.79867 0.20467
H 0.65859 -0.24030 -1.91228
H -1.89834 2.68288 -0.45814
H -2.31068 1.41091 -1.53764
H -3.49511 2.17851 -0.68701
H -2.69560 -2.40282 0.46089
H -1.20022 -3.18238 0.03495
H -1.28886 -2.32197 1.61729
H 3.63633 -0.83865 -1.52628
H 4.07620 -1.18225 0.23774
H 2.90395 -2.23686 -0.69958
H 2.54729 0.95459 1.74850
H 2.74301 1.39494 0.03442
H 1.08569 1.55513 0.66100
H -3.16819 -0.03991 0.37759
H -2.39868 1.12599 1.49082
*
```